{"formula": "C12H24N2O3S", "method": "ωB97M-V/def2-TZVPD", "species": ["C", "C", "N", "H", "H", "H", "C", "C", "N", "H", "H", "H", "C", "S", "O", "C", "H", "H", "H", "H", "H", "H", "C", "C", "O", "C", "H", "H", "H", "H", "H", "H", "C", "C", "O", "C", "H", "H", "H", "H", "H", "H"], "coordinates": [[-1.53, 2.30, -4.26], [-2.66, 3.22, -4.39], [-3.54, 3.94, -4.50], [-1.91, 1.30, -4.09], [-0.92, 2.60, -3.41], [-0.93, 2.32, -5.16], [-3.21, 2.21, 5.85], [-3.10, 1.49, 4.58], [-3.02, 0.93, 3.59], [-2.69, 1.68, 6.64], [-4.27, 2.34, 6.10], [-2.80, 3.21, 5.72], [4.50, -1.22, 0.41], [3.84, 0.09, 1.45], [3.97, 1.35, 0.68], [2.11, -0.40, 1.31], [4.22, -1.02, -0.63], [4.16, -2.20, 0.74], [5.59, -1.17, 0.45], [1.84, -0.86, 0.36], [1.53, 0.50, 1.50], [1.83, -1.10, 2.10], [-0.68, 0.93, -0.76], [-1.76, 1.89, -0.35], [-2.79, 1.97, -0.99], [-1.53, 2.68, 0.90], [-0.94, -0.07, -0.39], [0.27, 1.17, -0.29], [-0.57, 0.93, -1.84], [-0.52, 3.09, 0.96], [-1.67, 1.99, 1.74], [-2.26, 3.47, 1.02], [0.99, -4.95, -0.68], [0.75, -3.52, -1.09], [0.36, -2.69, -0.31], [0.98, -3.19, -2.55], [0.89, -5.62, -1.53], [0.33, -5.22, 0.14], [2.03, -5.04, -0.33], [1.02, -2.11, -2.68], [0.17, -3.60, -3.14], [1.92, -3.62, -2.90]], "gap_ha": 0.3451, "e_lumo_ev": 0.4, "energy_ha": -1204.987396, "charge": 0, "relative_energy_kj_mol": 268.17}